Record 1
Computed, not measured: a 4-piece molecular cluster, C20H51N3O7 overall at a distorted geometry, with ωB97M-V with the def2-TZVPD basis set.

```
81
Properties=species:S:1:pos:R:3
C 1.83 -2.08 -1.76
C 0.42 -2.10 -1.18
O 0.62 -2.09 0.24
H 2.31 -3.04 -1.61
H 2.40 -1.31 -1.24
H 1.90 -1.83 -2.82
H -0.22 -2.95 -1.45
H -0.20 -1.26 -1.51
H 0.90 -3.00 0.46
C 5.45 1.16 -3.95
O 4.56 1.50 -2.90
C 5.20 1.66 -1.66
C 4.12 1.76 -0.57
N 4.71 1.53 0.72
C 3.84 1.56 1.88
C 2.83 0.40 1.83
O 2.13 0.34 3.05
C 1.25 -0.74 3.08
H 4.91 1.08 -4.89
H 5.96 0.22 -3.72
H 6.18 1.98 -4.01
H 5.79 2.58 -1.65
H 5.89 0.84 -1.44
H 3.33 1.04 -0.79
H 3.71 2.79 -0.59
H 5.47 2.16 0.92
H 3.22 2.47 1.87
H 4.45 1.41 2.76
H 3.40 -0.49 1.52
H 2.10 0.53 1.02
H 0.70 -0.77 4.02
H 1.72 -1.73 2.97
H 0.54 -0.70 2.24
C -6.27 5.23 -0.67
O -4.99 4.69 -0.43
C -4.38 5.34 0.66
C -3.23 4.48 1.18
N -2.33 4.18 0.04
C -1.51 3.01 0.33
C -0.49 2.69 -0.75
O -1.01 1.89 -1.76
C -0.11 1.53 -2.76
H -6.29 6.30 -0.44
H -7.00 4.82 0.03
H -6.61 5.22 -1.70
H -5.07 5.50 1.50
H -4.05 6.33 0.30
H -3.64 3.52 1.53
H -2.61 5.01 1.89
H -3.00 3.84 -0.65
H -2.11 2.11 0.50
H -0.99 3.09 1.30
H 0.46 2.34 -0.32
H -0.03 3.64 -1.09
H 0.55 0.66 -2.67
H 0.55 2.36 -3.05
H -0.67 1.34 -3.68
C -4.94 -1.72 -0.73
O -4.33 -2.00 0.49
C -3.10 -2.69 0.41
C -2.54 -2.87 1.80
N -1.28 -3.55 1.91
C -1.27 -4.89 1.38
C 0.06 -5.59 1.64
O 0.96 -5.06 0.67
C 2.30 -5.48 0.82
H -4.61 -0.74 -1.09
H -6.03 -1.76 -0.69
H -4.72 -2.44 -1.52
H -2.41 -2.03 -0.14
H -3.17 -3.57 -0.23
H -3.32 -3.35 2.42
H -2.51 -1.91 2.32
H -0.56 -2.99 1.45
H -1.49 -5.05 0.31
H -1.99 -5.53 1.92
H 0.03 -6.69 1.61
H 0.40 -5.35 2.66
H 2.38 -6.53 0.51
H 2.74 -5.40 1.82
H 2.90 -4.87 0.15
```

- HOMO level: -8.70 eV
- E_LUMO: 0.81 eV
- Frontier orbital gap: 9.515 eV
- SMILES: COCCNCCOC.COCCNCCOC.COCCNCCOC.CCO

Formally, the Mulliken partial charges of the atoms, in units of the elementary charge, are as follows: -1.15 -0.24 -0.04 0.28 0.14 0.43 0.29 0.29 0.03 -0.79 -0.21 -0.84 0.17 -0.31 -0.67 -0.01 -0.42 -0.39 0.22 0.32 0.31 0.35 0.40 -0.06 0.18 0.27 0.28 0.39 0.32 -0.15 0.39 0.25 0.01 -0.84 -0.31 -0.53 -0.57 -0.48 -0.81 -0.33 -0.29 -0.78 0.32 0.32 0.28 0.41 0.34 0.31 0.35 0.35 0.37 0.51 0.15 0.39 0.17 0.35 0.29 -0.71 -0.41 0.28 -1.11 -0.12 -0.30 -0.91 -0.30 -0.84 0.22 0.28 0.31 -0.06 0.37 0.40 0.31 0.15 0.21 0.46 0.48 0.36 0.31 0.33 0.24

Record 2
Computed, not measured: a 8-piece molecular cluster, C20H51NO9 overall at a distorted geometry, with ωB97M-V with the def2-TZVPD basis set.

```
81
Properties=species:S:1:pos:R:3
O 3.10 4.51 0.30
C 3.81 3.92 -0.40
C 3.42 2.55 -0.93
C 3.44 1.58 0.26
C 2.93 0.19 -0.13
C 4.30 -0.46 -0.49
N 5.12 -0.09 0.67
C 4.91 1.34 0.68
O 5.73 2.13 0.90
H 4.80 4.29 -0.68
H 2.43 2.64 -1.35
H 4.12 2.24 -1.70
H 2.90 2.03 1.08
H 2.64 -0.37 0.75
H 2.20 0.17 -0.91
H 4.66 0.08 -1.35
H 4.32 -1.53 -0.62
H 4.71 -0.42 1.54
C 5.00 7.03 2.12
C 5.95 6.30 3.05
O 5.27 5.29 3.79
H 4.18 7.48 2.69
H 5.52 7.81 1.57
H 4.55 6.33 1.41
H 6.38 6.99 3.78
H 6.77 5.84 2.49
H 4.90 4.66 3.15
C 0.06 6.73 1.99
C 0.57 8.07 1.48
O 1.94 8.24 1.82
H 0.18 6.67 3.07
H -0.99 6.58 1.73
H 0.65 5.92 1.55
H 0.01 8.89 1.92
H 0.46 8.12 0.39
H 2.42 7.50 1.43
C -1.15 2.52 2.31
C -1.12 2.52 0.79
O -0.72 3.80 0.29
H -1.83 3.28 2.68
H -1.46 1.55 2.69
H -0.15 2.74 2.71
H -2.11 2.31 0.39
H -0.44 1.75 0.41
H 0.16 3.98 0.63
C -4.15 -1.05 -1.20
C -2.71 -0.58 -1.23
O -2.28 -0.16 0.06
H -4.81 -0.26 -0.84
H -4.48 -1.36 -2.19
H -4.26 -1.90 -0.52
H -2.61 0.28 -1.89
H -2.05 -1.37 -1.58
H -2.36 -0.91 0.66
C -2.99 -5.11 -0.14
C -2.10 -4.82 1.05
O -2.32 -3.50 1.56
H -2.80 -4.39 -0.94
H -2.81 -6.11 -0.52
H -4.04 -5.02 0.13
H -1.05 -4.89 0.78
H -2.30 -5.54 1.86
H -3.25 -3.43 1.81
C -2.57 -4.28 -4.92
C -1.62 -5.00 -3.98
O -2.26 -6.09 -3.32
H -3.45 -3.92 -4.38
H -2.08 -3.44 -5.41
H -2.93 -4.97 -5.70
H -1.28 -4.32 -3.20
H -0.74 -5.36 -4.52
H -2.55 -6.71 -4.00
C -5.48 -9.09 -1.05
C -4.04 -8.59 -1.07
O -3.62 -8.18 0.23
H -6.15 -8.31 -0.68
H -5.80 -9.38 -2.05
H -5.58 -9.95 -0.39
H -3.95 -7.72 -1.72
H -3.37 -9.36 -1.44
H -3.69 -8.94 0.82
```

- HOMO level: -9.81 eV
- E_LUMO: 0.40 eV
- Frontier orbital gap: 10.216 eV
- SMILES: O=CC[C@H]1CCNC1=O.CCO.CCO.CCO.CCO.CCO.CCO.CCO

Formally, the Mulliken partial charges of the atoms, in units of the elementary charge, are as follows: -0.38 -0.09 -0.77 0.14 -0.92 -0.62 -0.48 0.20 -0.45 0.37 0.43 0.27 0.51 0.31 0.44 0.32 0.38 0.29 -0.41 -0.35 -0.52 0.29 0.33 -0.16 0.32 0.25 0.29 -0.45 -0.35 -0.48 0.30 0.36 -0.18 0.29 0.29 0.26 -1.07 0.19 -0.52 0.27 0.36 0.28 0.18 0.08 0.18 -1.00 -0.13 -0.36 0.32 0.34 0.18 0.32 0.15 0.19 -0.43 -0.45 -0.50 0.03 0.03 0.40 0.30 0.25 0.30 -1.05 -0.28 -0.42 0.25 0.36 0.37 0.22 0.31 0.27 -1.15 0.11 -0.51 0.30 0.32 0.33 0.08 0.26 0.28

Record 3
Computed, not measured: a 8-piece molecular cluster, C20H52BClFN14O11S overall at a distorted geometry, with ωB97M-V with the def2-TZVPD basis set.

```
101
Properties=species:S:1:pos:R:3
C -4.45 1.97 -2.44
C -3.73 1.16 -3.53
C -3.25 -0.17 -2.97
O -2.29 0.03 -1.99
B -1.60 -1.16 -1.48
C -2.48 -2.54 -1.38
C -3.48 -2.45 -0.29
O -4.25 -1.53 -0.04
F -3.52 -3.56 0.53
O -0.26 -1.32 -2.07
C 0.68 -0.68 -1.22
C 2.07 -1.15 -1.59
S 3.41 -0.69 -0.45
C 2.79 0.65 0.61
C 3.96 1.50 1.10
C 0.12 -1.01 0.15
C 0.43 -2.44 0.64
C 0.86 -2.43 2.09
C -0.28 -1.96 2.94
Cl 1.20 -4.17 2.56
O -1.25 -0.81 -0.04
H -5.48 2.14 -2.73
H -3.94 2.89 -2.21
H -4.47 1.36 -1.54
H -4.42 0.91 -4.34
H -2.89 1.70 -3.94
H -2.91 -0.79 -3.81
H -4.14 -0.67 -2.56
H -1.82 -3.38 -1.19
H -3.03 -2.81 -2.28
H 0.58 0.37 -1.49
H 2.32 -0.74 -2.56
H 2.06 -2.23 -1.66
H 2.29 0.26 1.47
H 2.12 1.27 0.03
H 4.89 0.95 1.11
H 4.06 2.40 0.50
H 3.75 1.82 2.11
H 0.40 -0.32 0.94
H 1.13 -2.97 0.00
H -0.50 -2.99 0.60
H 1.76 -1.86 2.24
H 0.04 -1.81 3.97
H -1.09 -2.68 2.93
H -0.68 -1.02 2.58
C 0.92 1.67 -4.04
O 1.07 1.95 -2.86
N 0.56 0.42 -4.45
N 1.07 2.59 -5.05
H 0.44 0.17 -5.42
H 0.39 -0.28 -3.74
H 1.32 3.52 -4.78
H 0.96 2.37 -6.02
C 3.63 -0.09 -6.56
O 2.50 0.20 -6.92
N 3.89 -0.52 -5.29
N 4.71 0.01 -7.39
H 4.80 -0.76 -4.97
H 3.11 -0.59 -4.66
H 4.54 0.33 -8.33
H 5.64 -0.22 -7.12
C 4.63 -7.11 3.28
O 4.55 -7.82 2.30
N 5.60 -7.31 4.24
N 3.78 -6.07 3.53
H 5.69 -6.74 5.06
H 6.24 -8.06 4.09
H 3.06 -5.89 2.86
H 3.85 -5.49 4.34
C 0.80 1.86 3.89
O 1.40 0.80 3.73
N -0.56 1.91 3.94
N 1.45 3.05 4.04
H -1.08 2.76 4.07
H -1.06 1.05 3.82
H 2.45 3.04 4.02
H 0.98 3.92 4.19
C -3.86 5.68 -1.09
O -3.88 5.06 -2.14
N -3.09 5.28 -0.03
N -4.61 6.81 -0.89
H -3.07 5.77 0.84
H -2.54 4.45 -0.15
H -5.19 7.12 -1.65
H -4.62 7.33 -0.03
C 4.82 3.23 5.85
O 3.88 3.77 5.28
N 4.68 2.03 6.48
N 6.07 3.78 5.88
H 5.43 1.56 6.95
H 3.78 1.60 6.46
H 6.20 4.66 5.42
H 6.86 3.35 6.33
C -8.29 -1.42 0.64
O -8.15 -0.32 1.15
N -7.30 -2.06 -0.04
N -9.48 -2.11 0.72
H -7.43 -2.97 -0.46
H -6.40 -1.62 -0.13
H -10.23 -1.66 1.21
H -9.63 -3.01 0.31
```

- HOMO level: -5.28 eV
- E_LUMO: 1.84 eV
- Net charge: -1
- Frontier orbital gap: 7.120 eV

These are the Mulliken partial charges, in e, on atoms 1 to 99: -0.83 -0.53 -0.46 -0.33 0.76 -0.91 0.62 -0.61 -0.34 -0.91 -0.71 -0.19 -0.46 0.77 -1.24 1.17 -1.62 0.83 -1.07 -0.42 -0.75 0.40 0.00 0.25 0.37 0.23 0.24 0.10 0.26 0.63 0.84 -0.66 0.63 -0.45 0.28 0.39 0.31 0.15 0.03 0.55 0.26 0.23 0.41 0.47 -0.08 0.58 -0.64 -0.03 -0.45 0.20 0.14 0.22 0.16 0.54 -0.65 -0.29 -0.42 0.17 0.27 0.24 0.14 0.62 -0.64 -0.38 -0.21 0.16 0.21 0.18 0.12 0.73 -0.63 -0.38 -0.32 0.14 0.24 0.20 0.11 0.62 -0.62 -0.34 -0.41 0.15 0.22 0.22 0.15 0.66 -0.69 -0.36 -0.41 0.16 0.23 0.22 0.15 0.62 -0.65 -0.26 -0.39 0.15 0.22

Record 4
Computed, not measured: C20H52N4O9V as an isolated structure at a distorted geometry, with ωB97M-V with the def2-TZVPD basis set.

```
86
Properties=species:S:1:pos:R:3
O 2.09 0.01 -1.55
V 0.66 0.45 -2.18
O -0.38 0.48 -0.94
O 1.69 0.79 -4.44
C 1.66 2.21 -4.68
C 1.72 3.11 -3.36
O 0.74 2.92 -2.31
H 0.79 2.52 -5.27
H 2.50 2.54 -5.30
H 1.77 4.16 -3.62
H 2.70 2.94 -2.93
C 3.96 -2.45 -0.01
O 3.44 -2.66 1.30
C 4.03 -3.73 2.06
C 3.41 -3.99 3.44
N 2.03 -3.57 3.41
C 1.19 -4.72 3.05
C 0.28 -5.08 4.19
O -0.17 -6.41 4.08
C -0.49 -6.96 5.40
H 3.34 -3.01 -0.71
H 5.02 -2.69 -0.15
H 3.85 -1.37 -0.10
H 5.09 -3.51 2.22
H 4.19 -4.65 1.50
H 4.00 -3.40 4.14
H 3.58 -5.00 3.80
H 2.08 -2.84 2.71
H 1.67 -5.62 2.67
H 0.59 -4.45 2.18
H -0.58 -4.40 4.17
H 0.87 -5.03 5.10
H 0.43 -7.26 5.91
H -1.05 -7.89 5.26
H -0.99 -6.32 6.12
C 1.30 1.52 1.83
C 0.71 2.95 1.74
C -0.36 3.38 2.81
O -0.90 4.66 2.41
C -1.54 5.35 3.46
N 1.79 3.93 1.82
H 0.45 0.84 1.77
H 1.75 1.18 2.76
H 1.87 1.28 0.93
H 0.24 3.15 0.78
H 0.05 3.50 3.81
H -1.11 2.59 2.80
H -0.78 5.61 4.19
H -2.35 4.73 3.85
H -1.83 6.31 3.04
H 2.39 3.73 2.61
H 1.24 4.69 2.19
C -3.77 3.15 0.63
C -2.61 3.31 -0.39
C -3.11 3.03 -1.84
O -2.02 3.45 -2.70
C -2.28 3.08 -4.13
N -2.08 4.65 -0.25
H -4.60 3.86 0.58
H -3.44 3.35 1.65
H -4.09 2.11 0.51
H -1.84 2.58 -0.15
H -4.01 3.54 -2.18
H -3.16 1.95 -1.93
H -1.33 3.08 -4.66
H -2.84 3.81 -4.71
H -2.83 2.15 -4.27
H -2.89 5.23 -0.42
H -1.86 4.84 0.71
C -2.27 -1.87 -4.94
C -1.56 -1.40 -3.64
C -0.40 -2.38 -3.23
O 0.23 -1.97 -1.98
C -0.39 -2.69 -0.93
N -1.13 -0.02 -3.69
H -2.95 -1.15 -5.40
H -2.89 -2.74 -4.70
H -1.60 -2.13 -5.76
H -2.26 -1.59 -2.83
H 0.36 -2.39 -4.02
H -0.75 -3.41 -3.18
H -0.26 -3.77 -0.87
H -1.48 -2.62 -0.92
H -0.03 -2.29 0.02
H -1.90 0.63 -3.79
H -0.64 0.11 -4.56
```

- HOMO level: -3.59 eV
- E_LUMO: 2.36 eV
- Net charge: -1
- Frontier orbital gap: 5.944 eV

Formally, the Mulliken partial charges of the atoms, in units of the elementary charge, are as follows: -0.53 1.11 -0.43 -0.82 -0.43 -0.66 -0.56 0.08 0.39 0.40 0.32 -0.71 -0.26 -0.58 -0.87 -0.41 -0.21 -0.44 -0.36 -0.78 0.26 0.34 0.17 0.44 0.42 0.37 0.34 0.36 0.36 0.05 0.23 0.36 0.31 0.27 0.32 -1.48 1.69 -1.07 -0.47 -0.93 -0.89 0.24 0.45 0.35 -0.56 0.48 0.41 0.36 0.35 0.26 0.31 0.29 -1.71 1.58 -0.75 -0.18 -0.80 -0.54 0.40 0.29 0.41 -0.50 0.35 0.21 -0.02 0.35 0.46 0.35 0.28 -1.68 0.76 -1.27 0.06 -1.00 0.01 0.38 0.44 0.35 0.23 0.41 0.44 0.37 0.36 0.21 -0.30 0.36

Record 5
Computed, not measured: C20H53FFeO7 as an isolated structure at a distorted geometry, with ωB97M-V with the def2-TZVPD basis set.

```
82
Properties=species:S:1:pos:R:3
Fe -0.56 0.13 1.35
C -0.52 -3.97 2.64
C -0.56 -2.55 3.16
O -0.34 -1.51 2.27
H 0.42 -4.22 2.16
H -1.35 -4.12 1.94
H -0.68 -4.59 3.52
H 0.16 -2.47 4.00
H -1.48 -2.33 3.73
F 0.61 -0.34 -0.06
C 1.94 3.81 -2.69
C 2.20 2.34 -2.42
C 3.50 2.07 -1.67
O 1.07 1.75 -1.75
H 1.05 3.96 -3.29
H 2.83 4.18 -3.19
H 1.90 4.39 -1.76
H 2.23 1.86 -3.40
H 4.26 2.81 -1.93
H 3.83 1.05 -1.85
H 3.35 2.18 -0.60
H 1.28 0.82 -1.62
C 3.34 1.13 2.79
C 2.08 0.33 3.04
C 1.73 0.19 4.49
O 0.95 1.06 2.40
H 3.34 1.69 1.85
H 4.22 0.48 2.73
H 3.62 1.85 3.56
H 2.15 -0.61 2.51
H 0.82 -0.40 4.65
H 1.49 1.13 4.99
H 2.54 -0.24 5.09
H 0.92 1.88 2.91
C -0.46 4.38 0.65
C -1.42 3.25 0.34
C -2.23 3.56 -0.90
O -0.70 2.00 0.28
H 0.18 4.69 -0.18
H 0.14 4.09 1.52
H -1.03 5.29 0.83
H -2.11 3.11 1.18
H -1.59 3.63 -1.79
H -2.76 4.50 -0.75
H -2.94 2.76 -1.13
H -0.02 2.06 -0.44
C -1.00 -0.87 -3.17
C -2.01 0.23 -3.41
C -2.88 0.04 -4.63
O -2.81 0.34 -2.21
H -0.20 -0.57 -2.50
H -0.49 -1.05 -4.12
H -1.44 -1.75 -2.72
H -1.44 1.14 -3.61
H -3.45 -0.89 -4.70
H -2.20 -0.11 -5.48
H -3.42 0.94 -4.93
H -3.58 0.89 -2.39
C 1.71 -4.09 -0.62
C 2.56 -3.11 0.18
C 3.95 -3.66 0.41
O 2.77 -2.01 -0.77
H 0.71 -3.71 -0.85
H 1.58 -5.07 -0.15
H 2.14 -4.34 -1.59
H 2.00 -2.79 1.06
H 3.90 -4.67 0.80
H 4.52 -3.00 1.07
H 4.51 -3.74 -0.52
H 2.00 -1.45 -0.65
C -4.56 -0.26 1.07
C -3.34 -1.14 0.92
C -3.58 -2.33 0.00
O -2.25 -0.36 0.35
H -5.39 -0.85 1.46
H -4.86 0.22 0.14
H -4.40 0.49 1.85
H -3.05 -1.59 1.88
H -4.33 -3.04 0.33
H -2.67 -2.92 -0.14
H -3.82 -1.98 -1.01
H -2.56 -0.06 -0.54
```

- HOMO level (alpha / beta): -11.73 / -11.73 eV
- E_LUMO (alpha / beta): -2.62 / -4.39 eV
- 2S+1: 6
- Net charge: +1
- Frontier orbital gap (alpha / beta): 9.117 / 7.345 eV

Formally, the Mulliken partial charges of the atoms, in units of the elementary charge, are as follows: 0.40 -0.94 -0.60 -0.44 0.17 0.18 0.42 0.33 0.48 0.20 -1.53 0.82 -1.29 -0.73 0.35 0.48 0.28 0.13 0.43 0.36 0.13 -0.12 -1.27 1.37 -1.40 -0.16 0.16 0.39 0.39 -0.40 0.30 0.38 0.39 0.16 -1.37 0.53 -1.13 0.73 0.24 0.23 0.48 0.45 0.19 0.49 0.06 0.18 -0.92 1.04 -1.70 -0.47 -0.11 0.47 0.30 -0.12 0.39 0.42 0.45 0.21 -1.36 2.06 -1.56 -0.64 0.12 0.40 0.39 -0.78 0.38 0.34 0.35 0.09 -1.32 0.92 -1.38 0.08 0.45 0.24 0.31 0.13 0.42 0.22 0.33 -0.04